117
Properties=species:S:1:pos:R:3:forces:R:3:lowdin_charge:R:1 method="wB97M-V/def2-TZVPD" max_force_ha_per_bohr=0.0137 charge=+3 homo_energy_ev=-14.25 e_tot_ev=-109240.502 lumo_energy_ev=-10.09
Ti -0.134414 0.174045 -0.043106 -0.21 -0.15 -0.58 1.31
C -1.911944 -0.109691 2.515002 0.08 0.08 0.23 -0.09
N -2.198522 0.069377 1.063646 0.38 -0.02 -0.07 -0.16
C -3.294944 1.101125 1.059040 -0.22 0.34 -0.20 -0.11
C -2.904058 2.483924 1.516706 0.08 -0.12 0.14 -0.29
C -3.804828 3.269258 2.220240 -0.16 -0.03 0.00 0.01
C -3.433537 4.559521 2.568606 0.07 -0.01 -0.03 -0.01
C -2.183055 5.013676 2.182640 0.01 0.00 0.01 -0.02
C -1.352182 4.147398 1.491817 0.06 0.04 -0.03 -0.11
N -1.691026 2.896419 1.177368 0.21 -0.01 -0.11 0.10
C -2.803965 -1.144630 0.459500 -0.16 -0.26 -0.10 -0.10
C -1.836706 -2.234752 0.095161 -0.17 -0.07 0.06 -0.22
C -2.254865 -3.553982 0.064773 0.07 0.01 -0.03 0.04
C -1.366753 -4.535751 -0.346459 0.03 0.09 -0.01 0.03
C -0.060938 -4.169060 -0.655253 -0.12 -0.02 0.05 0.01
C 0.289859 -2.839441 -0.583029 0.24 -0.11 -0.02 -0.11
N -0.593753 -1.873723 -0.264932 -0.21 -0.39 -0.17 -0.02
C -0.579446 -0.687774 2.861238 -0.09 -0.10 -0.01 -0.24
C -0.313599 -1.016032 4.182567 0.01 -0.03 -0.02 0.02
C 0.914955 -1.558361 4.510359 0.02 -0.02 -0.03 0.01
C 1.811781 -1.825612 3.483007 -0.16 0.02 -0.02 0.01
C 1.472646 -1.474136 2.194907 0.18 -0.16 0.02 -0.10
N 0.318449 -0.851136 1.879805 -0.17 0.48 0.49 0.01
H -2.701003 -0.715707 2.971636 -0.02 0.01 -0.05 0.16
H -1.964083 0.874863 2.981969 -0.06 0.04 -0.05 0.14
H -4.099905 0.737880 1.704760 0.03 -0.16 -0.03 0.15
H -3.711151 1.178403 0.058763 0.04 -0.12 0.01 0.11
H -4.783893 2.889288 2.483527 0.01 -0.02 0.03 0.13
H -4.101713 5.196500 3.132127 -0.04 -0.02 -0.03 0.13
H -1.848922 6.014862 2.415718 -0.02 0.00 0.00 0.12
H -0.375004 4.480753 1.163730 0.10 -0.04 0.05 0.11
H -3.308274 -0.844425 -0.462973 -0.03 0.08 0.06 0.14
H -3.574811 -1.558438 1.115620 -0.02 0.09 0.01 0.15
H -3.267336 -3.806415 0.350121 -0.01 0.02 0.00 0.14
H -1.684832 -5.567800 -0.412268 0.03 -0.01 0.04 0.14
H 0.671834 -4.909195 -0.943491 0.05 0.04 0.01 0.13
H 1.307392 -2.523249 -0.777478 -0.03 0.09 -0.02 0.11
H -1.065704 -0.846321 4.942116 -0.02 0.01 -0.02 0.14
H 1.159635 -1.794774 5.537415 -0.02 -0.02 0.00 0.14
H 2.762921 -2.301789 3.673774 0.00 -0.01 -0.02 0.13
H 2.136994 -1.685139 1.375578 0.02 0.10 -0.02 0.08
C -2.399570 2.959645 -2.434089 -0.02 -0.04 0.05 0.02
C -2.340774 1.699078 -1.859438 -0.10 0.13 -0.11 -0.10
N -1.118030 1.474413 -1.364567 -0.32 0.13 0.36 -0.06
N -0.357807 2.555742 -1.672581 -0.03 0.35 -0.07 0.04
C -1.121908 3.470836 -2.287256 -0.17 -0.09 0.18 -0.01
B 1.207619 2.425646 -1.705723 0.00 0.07 -0.24 -0.62
N 1.674362 2.398846 -0.223609 0.45 0.50 -0.14 0.07
C 2.502250 3.213226 0.444834 -0.20 -0.22 -0.06 0.02
C 2.382460 2.953761 1.807329 -0.24 -0.20 0.10 0.01
C 1.448289 1.945095 1.898896 0.27 0.34 0.33 -0.10
N 1.018071 1.604021 0.667706 0.02 0.02 -0.09 -0.09
N 1.387163 1.016146 -2.384127 0.10 0.14 0.00 0.05
C 1.850236 0.757213 -3.616567 -0.01 -0.14 -0.05 0.00
C 1.424841 -0.504777 -3.996809 -0.05 -0.05 0.14 0.02
C 0.686519 -0.971899 -2.921786 0.10 -0.03 -0.29 -0.08
N 0.682794 -0.056956 -1.937254 0.38 -0.21 0.30 -0.08
N 1.818911 3.492401 -2.556806 -0.17 -0.07 -0.13 -0.01
C 1.435269 3.835970 -3.829328 -0.03 0.03 -0.01 -0.11
C 2.253387 4.837954 -4.260740 0.01 -0.02 -0.07 -0.03
C 3.146265 5.050085 -3.188540 -0.06 -0.06 0.01 -0.11
N 2.888697 4.243516 -2.183100 0.14 0.01 0.29 0.07
H -3.241141 3.435814 -2.906331 -0.01 -0.04 -0.02 0.13
H -3.107792 0.942373 -1.845805 0.02 0.01 0.11 0.12
H -0.722292 4.425222 -2.586276 0.06 -0.05 -0.04 0.15
H 3.096917 3.925434 -0.103518 0.02 0.01 -0.06 0.12
H 2.906321 3.437081 2.613630 0.00 0.02 -0.01 0.13
H 1.058297 1.475456 2.787224 0.01 -0.10 -0.07 0.13
H 2.449875 1.461138 -4.173392 0.01 0.07 0.09 0.13
H 1.635271 -1.007905 -4.924145 0.00 0.02 -0.03 0.12
H 0.158519 -1.905987 -2.844721 -0.01 0.02 0.08 0.12
H 0.611939 3.347368 -4.327308 0.05 0.00 -0.03 0.13
H 2.219938 5.354700 -5.204540 -0.01 -0.04 -0.01 0.11
H 3.951864 5.762892 -3.114527 0.02 -0.02 0.00 0.12
C 7.742002 -2.312133 -1.520860 -0.03 0.01 -0.10 -0.03
C 6.544587 -2.498146 -2.459415 -0.16 -0.01 0.05 -0.50
C 6.939176 -3.467663 -3.584312 0.03 0.09 0.08 -0.03
C 5.422775 -3.182260 -1.657800 0.07 0.01 0.00 -0.04
C 6.082045 -1.127315 -3.074298 0.37 -0.07 0.19 -0.41
O 4.794046 -1.261785 -3.677812 -0.04 -0.13 0.00 -0.03
C 7.137037 -0.583412 -4.091588 -0.25 -0.09 -0.04 -0.10
C 6.841251 -0.825834 -5.582842 0.06 0.13 0.13 -0.12
C 5.613314 -0.125657 -6.109153 -0.11 0.01 -0.18 -0.23
C 5.430275 1.242083 -5.923759 0.09 -0.13 0.01 -0.03
C 4.296944 1.882152 -6.392754 -0.14 0.05 0.01 -0.11
C 3.319944 1.154556 -7.058205 0.26 -0.18 0.14 -0.69
Cl 1.879317 1.948804 -7.593432 -0.18 0.07 -0.02 0.68
C 3.500583 -0.199793 -7.298519 -0.15 0.09 -0.02 -0.10
C 4.646340 -0.824074 -6.829522 0.12 0.04 0.11 -0.04
C 5.909769 -0.002965 -2.040574 0.04 0.03 -0.35 -0.03
N 4.846383 -0.179235 -1.055442 -0.39 0.01 -0.09 -0.07
C 3.598606 -0.616744 -1.221333 -0.01 -0.10 0.05 -0.15
N 2.895216 -0.444583 -0.107239 0.22 -0.03 -0.05 0.05
C 3.817565 0.123971 0.731774 -0.10 -0.13 -0.11 -0.21
N 4.988049 0.314575 0.185417 0.24 0.00 0.23 0.16
H 8.128497 -3.291004 -1.236786 0.02 0.01 0.03 0.10
H 7.461689 -1.792119 -0.602817 0.02 0.01 0.00 0.09
H 8.558518 -1.765610 -1.993830 0.03 -0.01 0.05 0.09
H 7.206458 -4.429132 -3.146638 -0.02 -0.02 -0.02 0.10
H 7.805118 -3.119692 -4.145528 -0.02 -0.03 -0.04 0.09
H 6.115571 -3.652677 -4.280352 0.02 -0.02 -0.03 0.09
H 5.754420 -4.181588 -1.373972 0.00 0.00 0.01 0.10
H 4.511272 -3.290398 -2.248444 -0.02 -0.01 0.00 0.08
H 5.190773 -2.648463 -0.736101 0.00 -0.02 0.03 0.07
H 4.857319 -1.938836 -4.362107 -0.04 0.09 -0.07 0.09
H 8.105422 -1.022854 -3.859915 0.03 0.10 -0.01 0.11
H 7.247629 0.493428 -3.951884 0.05 0.01 0.03 0.11
H 6.782472 -1.892222 -5.804172 -0.01 0.01 -0.02 0.11
H 7.704625 -0.445182 -6.135259 0.04 -0.11 0.01 0.14
H 6.194941 1.826929 -5.425643 -0.02 0.02 0.01 0.12
H 4.173418 2.946086 -6.257200 -0.02 0.10 0.00 0.10
H 2.758651 -0.752307 -7.860383 0.01 0.01 -0.01 0.11
H 4.792123 -1.878831 -7.038618 0.00 0.00 0.00 0.12
H 5.677337 0.917391 -2.582767 0.04 -0.05 -0.01 0.14
H 6.832015 0.151114 -1.487526 -0.03 0.02 0.03 0.14
H 3.279194 -1.095010 -2.128783 -0.04 0.10 -0.09 0.11
H 3.625574 0.376530 1.760057 0.00 0.04 0.02 0.11